Entry 1:
Below is C5H11N3O2 as an isolated structure at a distorted geometry, with properties calculated with ωB97M-V with the def2-TZVPD basis set.

Results
- HOMO energy: -8.88 eV
- Energy above the lowest of the compared OMol25 structures with the same formula, charge and spin: 96.6 kcal/mol
- Electronic energy: -511.752333 hartree
- LUMO level: 0.0207 Ha

Structure (ORCA input):
```
! RIJCOSX wB97M-V def2-TZVPD def2/J DEFGRID3
* xyz 0 1
C 0.15 -2.49 0.30
N -0.25 -1.35 -0.51
C 0.02 -0.06 0.01
C 1.43 0.33 0.30
N 2.32 0.41 -0.69
C -0.94 1.07 -0.47
N -1.97 0.82 -1.41
C -1.07 0.57 0.92
O -2.20 -0.16 1.21
H 1.24 -2.56 0.48
H -0.36 -2.44 1.27
H -0.17 -3.41 -0.20
H 0.00 -1.44 -1.49
H -0.45 2.04 -0.58
H -1.61 0.89 -2.36
H -2.34 -0.11 -1.30
H -0.70 1.22 1.72
H -2.05 -0.69 2.00
O 1.74 1.27 1.11
H 2.42 -0.44 -1.22
H 2.86 1.36 -0.01
*
```

---

Entry 2:
Below is an isolated ion of composition C5H11N3O2 and charge +2 at a distorted geometry, with properties calculated with ωB97M-V with the def2-TZVPD basis set.

Results
- HOMO energy (alpha / beta): -17.45 / -17.45 eV
- Energy above the lowest of the compared OMol25 structures with the same formula, charge and spin: 63.9 kcal/mol
- SMILES string: CO/C=[NH+]/C=[NH+]\C=N\OC
- Electronic energy: -511.033162 hartree
- LUMO level (alpha / beta): -0.3606 / -0.3606 Ha

Structure (ORCA input):
```
! RIJCOSX wB97M-V def2-TZVPD def2/J DEFGRID3
* xyz 2 1
C 1.17 -1.94 -2.89
O 1.74 -1.20 -1.85
C 1.15 -0.18 -1.47
N 1.53 0.46 -0.38
C 1.29 1.89 -0.11
N 0.30 2.51 0.46
C -0.81 2.12 1.28
N -0.99 0.86 1.51
O -1.95 0.61 2.38
C -2.25 -0.74 2.89
H 1.58 -2.99 -2.80
H 1.69 -1.75 -3.93
H 0.05 -1.65 -2.94
H 0.34 0.27 -2.08
H 2.20 0.10 0.31
H 1.96 2.59 -0.73
H 0.42 3.58 0.51
H -1.59 2.87 1.62
H -1.72 -1.39 2.07
H -3.32 -0.67 2.88
H -1.82 -0.95 3.83
*
```

---

Entry 3:
Below is a single C5H11N3O2S molecule at a distorted geometry, with properties calculated with ωB97M-V with the def2-TZVPD basis set.

Results
- HOMO energy: -9.18 eV
- Energy above the lowest of the compared OMol25 structures with the same formula, charge and spin: 49.3 kcal/mol
- Electronic energy: -909.938428 hartree
- LUMO level: 0.0254 Ha

Structure (ORCA input):
```
! RIJCOSX wB97M-V def2-TZVPD def2/J DEFGRID3
* xyz 0 1
C -1.45 -1.09 -1.19
C -0.86 -0.05 -0.04
C 1.93 1.10 -1.66
C -0.70 -1.63 1.85
C 1.28 1.15 -0.24
N -1.90 -0.61 -2.25
N -1.40 1.16 -0.48
N -1.42 -0.52 1.23
O -3.39 1.38 -2.16
O 0.53 -0.01 0.07
S -1.95 1.20 -2.14
H -1.28 -2.11 -0.97
H 1.40 0.45 -2.35
H 1.90 2.08 -2.09
H 3.06 0.85 -1.64
H -0.61 -2.52 1.10
H 0.33 -1.44 2.35
H -1.08 -2.01 2.78
H 0.58 2.01 -0.09
H 1.99 1.16 0.56
H -2.03 1.56 0.09
H -1.81 0.19 1.83
*
```

---

Entry 4:
Below is an isolated ion of composition C5H11N3O2S and charge +2 at a distorted geometry, with properties calculated with ωB97M-V with the def2-TZVPD basis set.

Results
- HOMO energy (alpha / beta): -17.93 / -17.92 eV
- Energy above the lowest of the compared OMol25 structures with the same formula, charge and spin: 70.9 kcal/mol
- Electronic energy: -909.216156 hartree
- LUMO level (alpha / beta): -0.3983 / -0.3985 Ha

Structure (ORCA input):
```
! RIJCOSX wB97M-V def2-TZVPD def2/J DEFGRID3
* xyz 2 1
C 0.91 -1.24 -1.07
C -0.19 0.32 0.33
C 0.69 -0.32 -2.23
C -1.35 1.89 1.82
C -1.60 -0.45 2.15
N 0.30 -0.91 0.08
N -0.89 0.55 1.37
N 1.82 -2.20 -1.31
O 0.68 2.45 -2.81
O 2.53 1.50 -1.38
S 1.21 1.53 -1.89
H 1.40 -0.66 -3.13
H -0.45 -0.24 -2.57
H -1.48 1.91 3.02
H -0.69 2.60 1.34
H -2.49 2.09 1.47
H -1.79 -1.17 1.47
H -0.96 -0.71 2.87
H -2.50 -0.16 2.68
H 0.42 -1.65 0.78
H 1.92 -2.50 -2.28
H 2.50 -2.63 -0.72
*
```

---

Entry 5:
Below is a 2-piece molecular cluster, C5H11N3OS overall at a distorted geometry, with properties calculated with ωB97M-V with the def2-TZVPD basis set.

Results
- HOMO energy (alpha / beta): -8.41 / -8.79 eV
- Energy above the lowest of the compared OMol25 structures with the same formula, charge and spin: 141.2 kcal/mol
- Electronic energy: -834.563895 hartree
- LUMO level (alpha / beta): -0.0125 / -0.0352 Ha

Structure (ORCA input):
```
! RIJCOSX wB97M-V def2-TZVPD def2/J DEFGRID3
* xyz 0 1
C 1.66 -1.42 -1.69
C -2.73 0.19 0.34
C -0.79 -1.12 1.30
C 2.33 1.91 -0.78
C -2.25 -0.81 1.39
N -3.97 0.40 0.21
N -0.25 -0.94 0.19
N 1.94 1.41 0.50
O 2.34 -1.74 0.88
S 1.50 -0.97 -0.05
H 2.77 -1.20 -1.97
H 0.90 -1.12 -2.41
H -1.96 0.66 -0.34
H -0.34 -1.48 2.17
H 1.74 1.28 -1.61
H 2.16 2.96 -1.01
H 3.44 1.84 -0.83
H -2.68 -1.90 1.17
H -2.49 -0.52 2.36
H -4.25 1.04 -0.46
H 0.94 1.52 0.64
*
```

---

Entry 6:
Below is an isolated ion of composition C5H11N3P and charge +1 at a distorted geometry, with properties calculated with ωB97M-V with the def2-TZVPD basis set.

Results
- HOMO energy: -13.17 eV
- Energy above the lowest of the compared OMol25 structures with the same formula, charge and spin: 65.0 kcal/mol
- SMILES string: [H]/N=C(C)/[N+](N)=C\C#[PH]C
- Electronic energy: -702.340226 hartree
- LUMO level: -0.1652 Ha

Structure (ORCA input):
```
! RIJCOSX wB97M-V def2-TZVPD def2/J DEFGRID3
* xyz 1 1
H 0.10 2.48 0.06
N 0.40 1.52 0.11
C 1.43 0.84 0.10
C 2.79 1.44 0.14
N 1.22 -0.50 -0.01
N 2.38 -1.31 -0.19
C -0.10 -0.91 -0.01
C -1.11 -0.06 0.07
P -2.69 0.73 0.19
C -3.79 -0.68 -0.54
H 3.43 1.10 1.10
H 3.36 1.02 -0.63
H 2.78 2.58 0.28
H 2.00 -2.02 -0.86
H 2.74 -1.62 0.72
H -0.16 -1.97 0.06
H -2.65 0.17 1.45
H -4.52 -1.00 0.17
H -3.17 -1.45 -0.76
H -4.42 -0.38 -1.45
*
```